(1)
BH24O10 | ωB97M-V/def2-TZVPD

Geometry as XYZ:
```
35
Properties=species:S:1:pos:R:3:forces:R:3:mulliken_charge:R:1
B -1.402 -12.479 -7.735 1.2239 0.2284 0.0171 -2.667
H -1.766 -12.268 -6.741 -1.2546 -0.3861 2.2482 -0.118
H -1.967 -11.967 -8.498 -1.5041 -1.9554 -1.0194 2.062
H -0.354 -12.223 -7.745 3.1472 0.5155 -0.9537 0.741
H -1.392 -13.539 -7.940 -1.3320 -2.3765 1.1696 -2.265
O -0.869 -15.390 -8.297 3.1384 -2.3035 1.8314 -0.532
H -0.116 -15.868 -8.645 0.1860 -0.0816 -0.3381 0.259
H -0.489 -14.751 -7.695 0.7338 -0.1441 1.0756 0.572
O -2.768 -14.953 -9.260 -3.3996 -0.5243 -2.5280 -0.828
H -1.916 -14.742 -8.877 0.0488 -0.3934 -0.6731 0.935
H -2.965 -15.832 -8.936 0.0340 -0.0263 0.0620 0.266
O -0.552 -13.193 -9.728 1.9033 -0.2452 -4.2366 -0.715
H -0.803 -13.305 -8.811 0.7598 -0.2808 -1.1660 1.326
H -1.302 -12.755 -10.130 -0.0661 -0.0370 -0.3141 0.478
O -1.749 -10.241 -9.058 0.0610 3.4664 -2.3995 -0.680
H -1.674 -11.157 -8.792 0.7088 1.7944 -0.8448 -0.342
H -0.943 -10.064 -9.542 0.1997 0.1096 -0.4066 0.118
O -3.658 -13.056 -8.006 -3.6577 -0.5777 0.6228 -0.834
H -3.573 -13.785 -8.621 0.0466 -0.5853 -0.3361 0.539
H -2.764 -12.732 -7.894 -1.9912 -2.1377 -0.7503 1.278
O -3.277 -10.829 -7.096 -2.7767 1.6866 -1.3621 -0.794
H -2.955 -10.863 -6.195 -0.4798 -0.2471 0.0922 0.476
H -2.964 -11.641 -7.494 -1.9429 2.5976 1.0531 -0.780
O -0.122 -13.649 -6.126 2.5497 -1.7664 1.3766 -0.792
H 0.285 -13.046 -5.504 0.1098 -0.0090 0.2476 0.278
H -0.702 -13.097 -6.651 0.3408 -0.4538 1.6625 1.506
O -1.808 -10.922 -5.375 -0.7683 -0.6109 5.6846 -0.783
H -1.861 -9.972 -5.264 0.3982 0.1904 0.0313 0.387
H -1.219 -11.044 -6.120 -0.3882 0.4528 1.8954 0.387
O -0.394 -10.370 -6.887 4.0887 4.0059 -0.7059 -0.685
H 0.289 -9.983 -7.435 0.1089 0.0799 -0.1657 0.394
H -0.687 -11.139 -7.376 0.6650 0.2978 -1.1498 -0.244
O -2.506 -14.279 -5.311 -0.5334 -0.4208 0.8152 -0.645
H -2.943 -13.704 -5.939 -0.4509 0.2301 -0.3723 0.419
H -2.388 -15.104 -5.782 0.0931 -0.0923 -0.1631 0.282
```
Positions in Å, forces in eV/Å.

Properties
energy	-21528.5793	eV
net charge	-1
largest force on an atom	5.77	eV Å⁻¹
M	194.99	g/mol
energy relative to the best compared isomer or geometry (same formula, charge and spin)	334.9	kcal per mole


(2)
BH2NO5 | ωB97M-V/def2-TZVPD

Geometry as XYZ:
```
9
Properties=species:S:1:pos:R:3:forces:R:3:mulliken_charge:R:1
B -0.085 -0.568 0.391 0.9181 2.6573 0.1877 0.675
N 0.285 1.261 -0.774 -1.4525 0.3112 -0.6090 1.154
O 0.404 2.239 -1.451 0.3011 -0.5839 0.6789 -0.563
O -0.811 1.021 -0.074 1.7679 -1.0361 -0.3088 -0.465
O 0.404 -0.409 1.644 -0.5121 -1.5278 2.1709 -0.532
O -0.542 -1.571 -0.335 -1.0820 -1.2753 -0.3077 -0.491
O 1.093 0.280 -0.728 -0.4666 0.4003 0.8057 -0.452
H 0.197 -0.934 2.504 0.3319 1.1868 -2.9368 0.347
H -0.945 -1.319 -1.178 0.1941 -0.1324 0.3191 0.328
```
Positions in Å, forces in eV/Å.

Properties
energy	-12435.4498	eV
largest force on an atom	3.18	eV Å⁻¹
M	106.83	g/mol
energy relative to the best compared isomer or geometry (same formula, charge and spin)	13.8	kcal per mole


(3)
BH3OS | ωB97M-V/def2-TZVPD

Geometry as XYZ:
```
6
Properties=species:S:1:pos:R:3:forces:R:3:lowdin_spin:R:1
B -0.078 0.047 -0.183 -0.5940 1.9333 0.0809 0.242
O -0.511 -1.125 -0.162 1.7370 -0.9940 -0.7296 0.823
S 1.696 0.152 -0.018 1.6431 -1.4722 -0.7045 0.264
H -0.782 1.072 -0.159 0.2808 -0.6807 -0.1327 0.096
H -1.869 -1.338 -0.174 -3.3033 -0.8799 0.3147 0.562
H 1.544 1.192 0.696 0.2364 2.0935 1.1711 0.014
```
Positions in Å, forces in eV/Å.

Properties
energy	-13602.5863	eV
spin multiplicity	3
largest force on an atom	3.43	eV Å⁻¹
M	61.90	g/mol
energy relative to the best compared isomer or geometry (same formula, charge and spin)	46.9	kcal per mole


(4)
BH3S | ωB97M-V/def2-TZVPD

Geometry as XYZ:
```
5
Properties=species:S:1:pos:R:3:forces:R:3:mulliken_charge:R:1
B 0.164 0.606 -0.011 -1.3894 -2.7843 0.5546 0.227
S -1.522 -0.004 0.232 2.0503 -3.7254 -1.8886 -0.271
H 1.137 -0.024 -0.053 0.2842 -0.7621 -0.4237 -0.054
H 0.276 1.673 0.085 0.1933 3.6369 0.2452 -0.041
H -1.123 -1.584 -0.316 -1.1383 3.6350 1.5125 0.139
```
Positions in Å, forces in eV/Å.

Properties
energy	-11558.7803	eV
largest force on an atom	4.65	eV Å⁻¹
M	45.90	g/mol
energy relative to the best compared isomer or geometry (same formula, charge and spin)	26.3	kcal per mole